The following is a DFT calculation (the ωB97M-V functional and the def2-TZVPD basis) of C54H53N2OP2SV as an isolated structure.

Geometry as XYZ:
```
114
C54H53N2OP2SV (the ωB97M-V functional and the def2-TZVPD basis)
V -0.02 -0.02 -0.19
C 1.11 -2.99 0.15
P -0.46 -2.24 0.83
C -1.79 -3.29 0.14
C -1.78 -3.58 -1.22
C -2.70 -4.49 -1.72
C -3.63 -5.10 -0.87
C -3.68 -4.78 0.50
C -2.72 -3.86 0.99
C -0.28 -2.40 2.60
C 0.39 -3.52 3.11
C 0.44 -3.84 4.46
C -0.02 -2.82 5.38
C -0.59 -1.64 4.86
C -0.84 -1.48 3.48
C 1.39 -2.58 -1.22
C 2.05 -3.08 -2.27
C 2.05 -2.16 -3.35
C 1.39 -1.06 -2.85
C 1.31 0.33 -3.28
P -0.03 1.18 -2.36
C 0.41 2.95 -2.50
C 1.25 3.38 -3.54
C 1.47 4.75 -3.76
C 0.83 5.67 -2.93
C -0.10 5.28 -2.00
C -0.25 3.92 -1.73
C -1.54 0.92 -3.38
C -1.76 -0.38 -3.78
C -2.95 -0.66 -4.45
C -3.94 0.35 -4.61
C -3.68 1.68 -4.16
C -2.46 1.96 -3.50
N 0.89 -1.35 -1.57
H 1.34 -4.06 0.25
H 1.79 -2.46 0.80
H -1.11 -3.07 -1.97
H -2.63 -4.73 -2.76
H -4.44 -5.74 -1.20
H -4.51 -5.11 1.04
H -2.65 -3.66 2.06
H 0.80 -4.23 2.36
H 0.87 -4.73 4.80
H 0.10 -2.98 6.41
H -0.88 -0.94 5.60
H -1.33 -0.54 3.10
H 2.49 -4.11 -2.40
H 2.50 -2.32 -4.33
H 1.23 0.52 -4.34
H 2.22 0.88 -2.90
H 1.77 2.71 -4.21
H 2.11 5.03 -4.58
H 0.95 6.70 -3.18
H -0.80 5.99 -1.53
H -0.96 3.61 -0.98
H -1.00 -1.19 -3.61
H -3.23 -1.64 -4.88
H -4.88 0.15 -5.19
H -4.46 2.37 -4.03
H -2.17 2.94 -3.19
O 1.74 0.39 0.60
S 3.12 0.89 0.85
C 3.60 -0.12 2.22
C 2.65 -0.66 3.07
C 3.16 -1.41 4.16
C 4.51 -1.63 4.36
C 5.39 -1.08 3.44
C 5.00 -0.29 2.42
C 4.17 0.46 -0.52
C 4.54 1.50 -1.38
C 5.10 1.14 -2.61
C 5.40 -0.14 -2.89
C 5.09 -1.18 -2.00
C 4.53 -0.86 -0.78
H 1.62 -0.58 2.84
H 2.55 -1.91 4.88
H 4.78 -2.26 5.16
H 6.42 -1.32 3.49
H 5.78 0.22 1.83
H 4.30 2.54 -1.11
H 5.41 1.91 -3.25
H 5.81 -0.36 -3.86
H 5.46 -2.20 -2.23
H 4.38 -1.65 -0.08
C 0.34 1.69 3.40
C -0.18 2.96 2.77
C 0.54 3.52 1.57
C -1.59 2.80 2.30
C -2.49 3.76 2.54
C -3.84 3.73 2.15
C -4.26 2.63 1.49
C -3.40 1.61 1.08
C -4.12 0.54 0.29
C -3.46 0.04 -0.98
C -4.46 -0.57 1.23
C -2.04 1.78 1.37
N -1.00 1.05 0.74
H 1.24 1.88 4.00
H 0.53 0.87 2.69
H -0.46 1.37 4.04
H -0.19 3.68 3.56
H 0.41 2.97 0.64
H 1.59 3.64 1.79
H 0.06 4.51 1.43
H -2.10 4.61 3.12
H -4.44 4.60 2.30
H -5.32 2.50 1.22
H -5.06 1.02 -0.08
H -2.68 -0.68 -0.83
H -3.07 0.82 -1.57
H -4.25 -0.50 -1.62
H -3.60 -1.14 1.54
H -5.13 -1.24 0.72
H -4.95 -0.25 2.13
```

Summary:
Multiplicity: 1
Charge: +2
E_HOMO (alpha / beta) (eV): -12.39 / -12.39
Gap between HOMO and LUMO (alpha / beta) (eV): 6.018 / 5.447

***

The following is a DFT calculation (the ωB97M-V functional and the def2-TZVPD basis) of C54H54ClN2O7P2STl as an isolated structure.

Geometry as XYZ:
```
122
C54H54ClN2O7P2STl (the ωB97M-V functional and the def2-TZVPD basis)
Tl -1.10 -0.62 -0.02
C -4.22 -1.86 -3.83
N -4.43 -0.62 -3.10
C -5.79 -0.24 -2.73
C -3.36 -0.05 -2.51
O -2.21 -0.45 -2.71
C -3.64 1.15 -1.62
O -2.41 1.67 -1.17
C -2.54 2.49 -0.03
C -1.17 3.06 0.30
O -0.16 2.67 -0.27
N -1.11 4.04 1.25
C -2.25 4.51 2.01
C 0.18 4.60 1.60
H -5.07 -2.04 -4.48
H -4.08 -2.69 -3.14
H -3.31 -1.76 -4.42
H -5.99 0.79 -3.02
H -5.96 -0.34 -1.65
H -6.48 -0.89 -3.26
H -4.28 0.84 -0.79
H -4.18 1.92 -2.20
H -2.91 1.88 0.80
H -3.24 3.31 -0.23
H -3.14 3.94 1.78
H -2.43 5.57 1.80
H -2.05 4.40 3.08
H 0.95 3.93 1.23
H 0.26 4.68 2.68
H 0.31 5.58 1.14
Cl 0.56 -2.25 -2.33
C 1.23 -1.62 -3.79
C 1.76 -2.52 -4.72
C 2.29 -2.05 -5.90
C 2.29 -0.69 -6.17
C 1.77 0.19 -5.24
C 1.23 -0.25 -4.03
P 0.68 0.92 -2.69
C 2.31 1.80 -2.61
C 2.67 2.96 -3.29
C 3.91 3.55 -3.07
C 4.82 2.98 -2.19
C 4.48 1.80 -1.53
C 3.23 1.22 -1.73
C -0.34 2.08 -3.69
C -1.11 1.65 -4.77
C -2.03 2.50 -5.37
C -2.20 3.79 -4.91
C -1.44 4.24 -3.83
C -0.53 3.39 -3.23
H 1.74 -3.58 -4.49
H 2.71 -2.76 -6.62
H 2.70 -0.32 -7.11
H 1.79 1.25 -5.45
H 1.98 3.42 -3.98
H 4.17 4.47 -3.59
H 5.78 3.45 -2.01
H 5.17 1.35 -0.84
H 2.96 0.33 -1.17
H -1.01 0.63 -5.12
H -2.63 2.14 -6.20
H -2.94 4.44 -5.36
H -1.58 5.24 -3.45
H 0.03 3.72 -2.36
C 3.95 1.75 2.52
C 4.71 0.46 2.66
C 6.08 0.49 2.92
C 6.82 -0.68 3.08
C 6.18 -1.90 3.01
C 4.82 -1.95 2.74
C 4.08 -0.79 2.55
P 2.28 -0.85 2.25
C 1.73 -2.52 1.73
C 2.57 -3.22 0.85
C 2.23 -4.46 0.36
C 1.03 -5.04 0.74
C 0.19 -4.35 1.60
C 0.50 -3.09 2.11
C -0.51 -2.45 3.02
C 1.65 -0.48 3.88
C 2.16 -1.32 4.88
C 1.68 -1.32 6.17
C 0.58 -0.48 6.47
C 0.05 0.35 5.53
C 0.55 0.44 4.17
C -0.01 1.34 3.30
H 4.56 2.59 2.85
H 3.03 1.71 3.10
H 3.66 1.90 1.47
H 6.58 1.45 3.00
H 7.88 -0.62 3.28
H 6.74 -2.82 3.16
H 4.33 -2.92 2.68
H 3.49 -2.74 0.53
H 2.88 -4.97 -0.34
H 0.73 -6.00 0.35
H -0.77 -4.79 1.87
H -1.49 -2.89 2.84
H -0.59 -1.38 2.87
H -0.25 -2.62 4.07
H 2.96 -2.00 4.62
H 2.12 -1.96 6.93
H 0.15 -0.51 7.46
H -0.81 0.96 5.78
H 0.32 1.46 2.28
H -0.86 1.93 3.61
O -5.34 -0.19 0.83
C -4.30 -0.77 1.20
O -3.16 -0.23 1.29
C -4.43 -2.22 1.60
C -5.26 -2.53 2.67
C -5.42 -3.83 3.12
C -4.71 -4.85 2.49
C -3.89 -4.56 1.41
C -3.75 -3.25 0.92
S -2.82 -3.01 -0.54
H -5.79 -1.72 3.16
H -6.09 -4.06 3.95
H -4.80 -5.88 2.84
H -3.35 -5.35 0.91
O 1.75 0.25 1.26
O 2.72 -0.45 0.36
```

Summary:
Multiplicity: 1
Charge: -2
E_HOMO (eV): -0.77
Gap between HOMO and LUMO (eV): 4.795

***

Number 1: largest force on an atom 0.0881 Eh/bohr. Number 2: largest force on an atom 0.0179 Eh/bohr.